[1]
{
  "formula": "C20H45N2P3PrSSe",
  "method": "ωB97M-V/def2-TZVPD",
  "s2": 2.010,
  "homo_energy_ev": [-16.19, -16.20],
  "total_charge": 3,
  "total_energy_ha": -5238.195606,
  "e_above_lowest_ev": 0.843,
  "spin_multiplicity": 3,
  "lumo_energy_ev": [-10.677, -9.587],
  "gap_ev": [5.517, 6.618],
  "species": ["Pr", "P", "P", "P", "H", "C", "C", "H", "C", "C", "C", "C", "C", "C", "C", "C", "C", "H", "H", "H", "H", "H", "H", "H", "H", "H", "H", "H", "H", "H", "H", "H", "H", "H", "H", "H", "H", "H", "H", "H", "H", "H", "H", "H", "H", "H", "C", "C", "C", "C", "C", "C", "Se", "H", "H", "H", "H", "H", "H", "C", "N", "C", "S", "N", "C", "H", "H", "H", "H", "H", "H", "H", "H"],
  "coordinates": [[1.5176, 1.0445, -0.4298], [-0.8484, 1.6437, -2.0532], [-2.2641, -1.0421, 0.0632], [0.6973, -1.9085, -1.7560], [5.7528, 1.9198, 1.1055], [5.5705, 1.6230, 0.0870], [4.3136, 1.4638, -0.3988], [3.5767, 1.3923, 0.4479], [-1.2731, 3.3965, -1.7164], [-2.2481, 1.2343, -3.1530], [0.4889, 1.8577, -3.3512], [-2.6234, -2.2934, 1.3770], [-3.3493, 0.3203, 0.6622], [-3.3031, -1.7162, -1.2968], [2.3639, -2.4269, -2.3609], [-0.2396, -2.0201, -3.3344], [0.1216, -3.4794, -0.9724], [6.4858, 1.4830, -0.4873], [4.1349, 1.4321, -1.4926], [-0.7025, 3.8419, -0.8964], [-2.3381, 3.4698, -1.4628], [-1.0923, 3.9715, -2.6310], [-3.2012, 1.2383, -2.6128], [-2.1454, 0.2659, -3.6548], [-2.3067, 2.0100, -3.9290], [1.5230, 1.9734, -2.9539], [0.2077, 2.7869, -3.8589], [0.4961, 1.0404, -4.0866], [-3.6489, -2.6748, 1.2402], [-2.5287, -1.8601, 2.3812], [-1.9137, -3.1277, 1.3000], [-4.3891, -0.0452, 0.6759], [-3.2739, 1.1801, -0.0216], [-3.0708, 0.6586, 1.6733], [-4.3124, -1.9047, -0.9155], [-2.9015, -2.6535, -1.6907], [-3.3579, -0.9991, -2.1157], [2.3437, -3.4696, -2.7139], [3.0592, -2.3382, -1.5206], [2.7204, -1.7955, -3.1916], [0.0945, -2.8813, -3.9292], [-0.0564, -1.1001, -3.9065], [-1.3199, -2.1162, -3.1544], [0.5899, -4.3316, -1.4767], [-0.9691, -3.6075, -1.0171], [0.4133, -3.5197, 0.0874], [2.5133, -1.7608, 2.0598], [3.5592, -0.8450, 2.2706], [4.7882, -1.1839, 1.7661], [4.9953, -2.5102, 1.3610], [4.0346, -3.5023, 1.5228], [2.7724, -3.1665, 2.0341], [0.7410, -1.0669, 1.7082], [1.8310, -1.6711, 0.6611], [3.4066, 0.1182, 2.7507], [5.5873, -0.4509, 1.6070], [5.9498, -2.7960, 0.8953], [4.2441, -4.5339, 1.2797], [1.9384, -3.8515, 2.0799], [-3.5596, 3.6256, 2.2094], [-2.1087, 3.6827, 2.0067], [-1.2479, 2.6857, 2.3177], [0.3547, 2.6387, 1.5724], [-1.6141, 1.7714, 3.2443], [-2.4751, 2.0660, 4.3985], [-3.8345, 3.8993, 3.2392], [-3.9822, 2.6426, 1.9925], [-4.0326, 4.3643, 1.5702], [-1.7727, 4.3697, 1.3394], [-0.8322, 1.1428, 3.4420], [-2.0596, 1.5413, 5.2777], [-2.4853, 3.1474, 4.6065], [-3.5050, 1.7069, 4.2289]],
  "atomic_forces_ev_per_a": [[-2.42, -1.37, 0.74], [0.24, 0.44, -0.46], [0.00, -0.13, 0.54], [0.21, -0.37, -1.04], [-0.18, -0.36, 0.44], [-0.88, -0.09, -0.96], [1.52, 0.30, 1.11], [0.74, 0.56, -0.77], [0.01, 0.26, -0.03], [-0.29, -0.35, -0.25], [-0.35, 0.10, 0.15], [-0.02, -0.12, -0.19], [-0.27, 0.04, -0.15], [-0.06, 0.08, 0.10], [-0.06, 0.00, 0.02], [-0.16, 0.45, -0.07], [0.07, 0.11, 0.73], [-0.38, 0.39, -0.34], [-0.24, -0.44, 0.64], [0.02, -0.14, -0.17], [0.18, -0.08, -0.05], [-0.19, 0.06, 0.19], [0.26, 0.02, 0.04], [0.11, 0.17, 0.20], [0.09, -0.11, 0.20], [-0.21, 0.13, -0.29], [0.53, -0.14, -0.11], [0.03, 0.19, 0.35], [0.37, 0.10, 0.19], [-0.01, -0.06, -0.26], [-0.26, 0.13, 0.05], [0.25, 0.29, 0.05], [-0.14, -0.16, 0.18], [-0.02, -0.34, -0.48], [0.10, 0.01, -0.14], [-0.05, 0.09, 0.12], [-0.08, -0.09, 0.00], [0.07, 0.34, 0.14], [0.23, -0.17, -0.13], [-0.17, -0.10, 0.33], [-0.04, 0.20, 0.22], [-0.11, -0.35, -0.05], [0.38, 0.09, -0.03], [-0.07, 0.22, -0.06], [0.36, 0.23, -0.07], [-0.11, -0.06, -0.32], [1.05, -1.09, 2.56], [-0.32, 0.43, -0.82], [0.98, -0.88, -0.23], [0.81, -0.22, -0.70], [-0.19, 0.07, 1.04], [0.01, 1.82, -1.90], [0.41, -0.21, -0.73], [-1.55, 0.32, 0.33], [-0.34, 0.11, -0.39], [-0.28, -0.43, 0.61], [-0.45, 0.22, 0.31], [0.17, -0.03, 0.07], [0.07, -0.21, -0.03], [-0.57, 0.42, 0.79], [1.12, -1.25, -0.32], [-1.35, 0.49, 0.13], [-0.16, 0.06, -0.14], [1.76, 0.54, -0.61], [-0.49, -0.09, 0.63], [0.10, -0.07, -0.47], [0.27, 0.10, -0.07], [0.12, -0.01, -0.18], [0.03, -0.18, 0.28], [-0.57, 0.13, -0.06], [-0.22, 0.28, -0.50], [0.09, -0.53, -0.01], [0.49, 0.19, 0.12]],
  "lowdin_spin": [2.0665, -0.0099, -0.0011, -0.0083, 0.0000, -0.0004, -0.0019, -0.0007, -0.0001, -0.0029, -0.0009, -0.0004, -0.0002, -0.0001, -0.0005, -0.0012, -0.0017, -0.0001, 0.0000, 0.0001, 0.0001, -0.0002, 0.0000, 0.0000, -0.0005, -0.0003, -0.0002, -0.0001, -0.0001, 0.0000, -0.0001, 0.0000, 0.0000, 0.0000, 0.0000, 0.0000, 0.0000, -0.0001, 0.0001, 0.0000, -0.0003, 0.0000, 0.0000, -0.0003, 0.0000, -0.0001, -0.0010, -0.0012, 0.0002, -0.0014, -0.0001, -0.0014, -0.0115, -0.0002, 0.0000, 0.0000, -0.0001, 0.0000, -0.0001, -0.0001, -0.0008, -0.0018, -0.0131, -0.0009, -0.0001, 0.0000, 0.0000, 0.0000, -0.0001, -0.0001, 0.0000, 0.0000, 0.0000]
}

[2]
{
  "formula": "C4H6O2",
  "method": "ωB97M-V/def2-TZVPD",
  "homo_energy_ev": [-7.88, -7.89],
  "total_charge": 0,
  "total_energy_ha": -306.310026,
  "e_above_lowest_ev": 5.341,
  "spin_multiplicity": 1,
  "lumo_energy_ev": [-0.339, -0.340],
  "gap_ev": [7.546, 7.548],
  "species": ["C", "C", "C", "C", "O", "O", "H", "H", "H", "H", "H", "H"],
  "coordinates": [[1.3145, 0.3942, -0.0442], [0.6155, -0.7844, 0.1399], [-0.6404, -1.1240, -0.3490], [-1.7501, -0.2245, -0.3081], [2.5593, 0.6195, 0.4034], [-1.6672, 1.1237, 0.1284], [0.8313, 1.2024, -0.7338], [1.1239, -1.5069, 0.7520], [-2.7260, -0.7705, 0.1146], [-1.8095, -0.0846, -1.4229], [2.8404, -0.1998, 0.9135], [-0.6916, 1.3548, 0.4064]],
  "atomic_forces_ev_per_a": [[-2.14, 0.24, -0.92], [1.32, 2.24, 0.21], [-0.65, -1.27, 0.51], [-1.25, 0.00, -0.70], [0.27, -1.29, 0.37], [2.48, 0.92, 1.48], [1.54, -1.26, 1.33], [0.31, -0.75, -0.01], [2.06, 1.34, -1.08], [-0.72, -0.68, 0.16], [-0.36, 1.45, -0.79], [-2.86, -0.95, -0.56]],
  "nbo_charge": [0.1895, -0.4771, 0.0520, -0.2426, -0.6437, -0.7414, 0.1938, 0.2195, 0.2423, 0.2541, 0.4872, 0.4664]
}

[3]
{
  "formula": "C3H6FNO2S",
  "method": "ωB97M-V/def2-TZVPD",
  "homo_energy_ev": -9.89,
  "total_charge": 0,
  "total_energy_ha": -821.030246,
  "e_above_lowest_ev": 2.679,
  "spin_multiplicity": 1,
  "lumo_energy_ev": 0.591,
  "gap_ev": 10.481,
  "species": ["C", "C", "C", "N", "O", "O", "F", "S", "H", "H", "H", "H", "H", "H"],
  "coordinates": [[0.3461, -0.5196, -1.4505], [0.1662, -0.6730, -3.0275], [-0.2858, -1.5412, -1.9358], [3.2739, 1.6264, 2.0808], [2.6583, 1.8632, -0.5366], [1.5030, 3.3193, 1.0612], [-0.7563, -2.7659, -1.7287], [1.8708, 1.9510, 1.0078], [0.9056, -0.0508, -0.6755], [2.0622, 1.6005, -1.2693], [-0.6075, 0.0615, -3.4815], [1.0567, -1.0039, -3.6501], [4.1044, 2.2815, 2.3515], [3.6067, 0.7806, 1.6899]],
  "atomic_forces_ev_per_a": [[-0.59, -1.41, -1.12], [-0.59, 1.00, -0.35], [0.73, 0.28, 0.33], [-0.48, 2.08, -0.35], [-0.15, -0.46, 0.86], [-0.55, 1.44, 0.75], [0.01, 0.67, -0.02], [2.71, -0.94, -0.59], [0.01, 0.10, 0.25], [0.11, 0.21, 0.75], [1.56, -1.40, 0.33], [-1.19, 0.64, 0.61], [-2.35, -1.08, -1.31], [0.78, -1.13, -0.13]],
  "nbo_charge": [-0.2979, -0.4471, 0.4099, -1.0602, -0.9313, -0.9052, -0.2868, 1.6320, 0.2140, 0.4939, 0.1983, 0.1969, 0.4121, 0.3713]
}

[4]
{
  "formula": "C7H14N2",
  "method": "ωB97M-V/def2-TZVPD",
  "homo_energy_ev": -8.50,
  "total_charge": 0,
  "total_energy_ha": -384.596349,
  "e_above_lowest_ev": 0.967,
  "spin_multiplicity": 1,
  "lumo_energy_ev": 0.943,
  "gap_ev": 9.440,
  "smiles": "CCc1c[nH]cn1.CC",
  "species": ["C", "C", "H", "H", "H", "H", "H", "H", "C", "C", "C", "C", "C", "N", "N", "H", "H", "H", "H", "H", "H", "H", "H"],
  "coordinates": [[1.5688, 3.2545, -2.3104], [2.0100, 2.5875, -1.0013], [2.4408, 3.2918, -2.9615], [0.7609, 2.6525, -2.7252], [1.1419, 4.2486, -2.2701], [1.0884, 2.6159, -0.3938], [2.9071, 3.0318, -0.5883], [2.2690, 1.5297, -1.1224], [-0.1005, -0.3435, 0.9658], [0.3222, -0.5583, 2.4445], [-0.9294, -1.4941, 0.4004], [-2.0743, -1.9571, 1.0432], [-1.6514, -3.0260, -0.8936], [-0.6532, -2.1762, -0.7245], [-2.5155, -2.9312, 0.1406], [-0.7155, 0.5339, 0.7598], [0.8648, -0.3966, 0.4532], [1.3680, -0.8183, 2.5401], [-2.6197, -1.8343, 1.9581], [-1.6878, -3.6699, -1.7571], [-3.4160, -3.3814, 0.0813], [-0.2757, -1.3688, 2.8877], [-0.1031, 0.2094, 3.0737]],
  "atomic_forces_ev_per_a": [[0.54, -0.83, -0.26], [-1.17, 0.05, -0.22], [-0.28, -0.01, -0.51], [0.23, -0.16, -0.43], [0.21, 0.34, 0.64], [0.92, 0.01, 0.63], [-0.24, 0.45, 0.52], [-0.22, 0.14, -0.36], [0.61, -1.79, -0.26], [-2.25, -0.58, 0.02], [-0.14, 0.82, 2.65], [0.21, -1.09, -2.40], [0.95, 0.97, 0.51], [-0.20, -0.07, -0.72], [-0.62, -0.63, -0.40], [0.70, 0.37, 0.22], [-0.48, 0.77, -0.63], [0.10, 0.46, 0.31], [0.16, 0.45, 0.11], [-0.50, -0.22, 0.22], [0.06, 0.03, 0.54], [0.44, -0.44, -0.42], [0.98, 0.95, 0.23]],
  "nbo_charge": [-0.6052, -0.6075, 0.1976, 0.2021, 0.2020, 0.2028, 0.2023, 0.2058, -0.4395, -0.6164, 0.1293, -0.1602, 0.1527, -0.4699, -0.5113, 0.2188, 0.2251, 0.2179, 0.2223, 0.2029, 0.4106, 0.2045, 0.2131]
}

[5]
{
  "formula": "C2H7N3OS",
  "method": "ωB97M-V/def2-TZVPD",
  "homo_energy_ev": -8.60,
  "total_charge": 0,
  "total_energy_ha": -717.819830,
  "e_above_lowest_ev": 6.968,
  "spin_multiplicity": 1,
  "lumo_energy_ev": -0.354,
  "gap_ev": 8.242,
  "species": ["C", "C", "H", "H", "H", "H", "H", "H", "H", "N", "N", "N", "O", "S"],
  "coordinates": [[-0.0594, -0.0820, 0.1948], [-1.4339, 0.0729, 0.7491], [2.0131, -0.1450, -0.2541], [2.1308, -2.2365, 0.1355], [-1.5494, -0.7608, 1.3544], [-1.7492, 0.9096, 1.5315], [-2.0095, -1.1683, -1.2167], [0.8730, 0.4854, -1.2753], [1.5589, 2.7658, -0.1326], [1.5570, -1.4262, -0.3995], [0.3323, -1.2870, 0.1595], [0.8145, 0.7577, -0.2569], [0.3536, 2.2443, -0.1676], [-2.8319, -0.1299, -0.4221]],
  "atomic_forces_ev_per_a": [[-4.18, -2.55, 2.81], [-1.53, 2.50, 1.38], [-0.41, -4.09, 0.40], [-1.90, 2.47, -1.65], [0.11, -1.72, 1.10], [1.18, -1.07, -2.14], [-1.99, 2.05, 1.59], [0.22, 1.38, 0.46], [-5.70, -2.26, -0.10], [3.43, 0.94, 1.21], [0.39, -1.97, 0.83], [1.56, 6.61, -3.83], [6.61, -0.58, -0.04], [2.21, -1.72, -2.02]],
  "nbo_charge": [0.2247, -0.5495, 0.3425, 0.3726, 0.2372, 0.2467, 0.1536, 0.3872, 0.4748, -0.6911, -0.2582, -0.3445, -0.5313, -0.0648]
}

[6]
{
  "formula": "CFN4S",
  "method": "ωB97M-V/def2-TZVPD",
  "homo_energy_ev": -4.92,
  "total_charge": -1,
  "total_energy_ha": -755.187266,
  "e_above_lowest_ev": 0.181,
  "spin_multiplicity": 1,
  "lumo_energy_ev": 3.368,
  "gap_ev": 8.288,
  "species": ["C", "N", "N", "N", "N", "F", "S"],
  "coordinates": [[-0.1410, -0.4641, 0.4058], [-1.2906, -0.2185, -0.2562], [-0.9074, 0.4527, -1.3154], [0.3920, 0.6230, -1.3081], [0.8967, -0.0072, -0.2852], [1.1337, 0.2705, 2.7172], [0.1764, -1.0499, 2.0062]],
  "atomic_forces_ev_per_a": [[0.28, -0.08, 0.14], [-0.41, 0.19, 1.05], [-0.92, -0.03, -0.44], [0.42, -0.15, -0.61], [1.32, 0.37, 0.32], [-1.43, -1.45, -0.90], [0.75, 1.15, 0.44]],
  "nbo_charge": [-0.0660, -0.3320, -0.1556, -0.1612, -0.3206, -0.5178, 0.5532]
}